The following is a quantum chemistry calculation of a structure of composition C27H31CoN2PSe at a distorted geometry, from the Open Molecules 2025 dataset.

Positions of all 63 atoms, in Å:
Co: 1.18 0.32 -1.30
C: -0.22 -0.95 4.05
C: 1.19 -1.15 3.51
C: 2.09 -1.79 4.35
C: 3.34 -2.15 3.93
C: 3.74 -1.94 2.60
C: 2.85 -1.32 1.74
C: 1.61 -0.89 2.19
P: 0.61 0.07 1.04
C: -1.02 -0.74 1.08
C: -0.95 -2.15 1.03
C: -2.14 -2.89 0.96
C: -3.36 -2.26 1.05
C: -3.41 -0.87 1.18
C: -2.26 -0.10 1.11
C: -2.37 1.39 1.11
C: 0.65 1.80 1.61
C: 0.46 2.21 2.93
C: 0.35 3.55 3.24
C: 0.45 4.49 2.21
C: 0.69 4.07 0.90
C: 0.87 2.74 0.57
C: 1.29 2.26 -0.82
H: -0.14 -0.67 5.09
H: -0.67 -1.92 3.95
H: -0.82 -0.22 3.51
H: 1.82 -1.92 5.40
H: 4.06 -2.61 4.60
H: 4.70 -2.29 2.25
H: 3.09 -1.16 0.71
H: -0.01 -2.70 1.06
H: -2.07 -3.97 0.89
H: -4.31 -2.80 1.12
H: -4.35 -0.35 1.30
H: -3.39 1.64 0.84
H: -1.73 1.87 0.37
H: -2.14 1.84 2.08
H: 0.38 1.47 3.73
H: 0.12 3.85 4.25
H: 0.36 5.53 2.41
H: 0.84 4.82 0.12
H: 2.33 2.50 -0.98
H: 0.73 2.77 -1.58
C: 2.65 -0.80 -2.00
H: 2.50 -1.86 -1.73
H: 3.64 -0.51 -1.62
H: 2.70 -0.85 -3.10
C: -0.57 -2.75 -4.20
N: -0.79 -1.39 -4.65
C: -0.81 -0.98 -5.95
C: -1.02 0.34 -5.93
N: -1.12 0.75 -4.63
C: -1.48 2.06 -4.12
C: -0.97 -0.35 -3.84
Se: -1.12 -0.37 -1.98
H: -0.85 -3.43 -5.00
H: -1.16 -2.94 -3.32
H: 0.51 -2.87 -3.92
H: -0.70 -1.66 -6.79
H: -1.13 1.06 -6.73
H: -1.66 2.76 -4.95
H: -0.69 2.44 -3.47
H: -2.38 1.98 -3.49

ΔE to the lowest compared entry with this formula, charge and spin	0.0	kJ/mol
charge	+1
spin multiplicity	5
LUMO level (spin up / spin down)	-1.904 / -3.834	eV
HOMO energy (spin up / spin down)	-0.390 / -0.417	hartree
orbital gap (spin up / spin down)	8.72 / 7.52	eV


The following is a quantum chemistry calculation of a structure of composition C27H31CoN7O4, from the Open Molecules 2025 dataset.

Positions of all 70 atoms, in Å:
Co: 0.00 0.06 0.03
O: -1.58 -1.62 4.01
C: -1.25 -1.10 2.83
O: -0.79 -1.73 1.92
C: -1.55 0.37 2.74
C: -2.10 1.12 3.76
C: -2.43 2.44 3.48
C: -2.26 2.94 2.20
C: -1.68 2.11 1.24
N: -1.30 0.88 1.53
C: -1.50 2.52 -0.22
O: -1.98 3.57 -0.58
O: -0.85 1.64 -0.92
H: -1.41 -2.57 3.98
H: -2.28 0.67 4.73
H: -2.86 3.07 4.26
H: -2.56 3.94 1.91
C: 2.01 3.24 1.38
C: 2.03 3.04 -0.13
C: 3.17 2.18 -0.63
C: 4.47 2.63 -0.45
C: 5.54 1.94 -0.99
C: 5.32 0.80 -1.73
C: 4.04 0.31 -1.95
C: 3.96 -1.01 -2.71
C: 4.38 -2.22 -1.87
C: 2.96 1.01 -1.38
N: 1.63 0.48 -1.47
C: 1.18 0.16 -2.64
C: 0.01 -0.65 -2.71
C: -0.72 -1.14 -3.84
C: -1.70 -1.92 -3.33
C: -1.54 -1.88 -1.87
N: -0.53 -1.13 -1.52
H: 1.22 3.95 1.65
H: 2.95 3.64 1.75
H: 1.81 2.30 1.90
H: 2.14 4.02 -0.61
H: 1.09 2.65 -0.49
H: 4.63 3.55 0.09
H: 6.55 2.31 -0.85
H: 6.16 0.27 -2.17
H: 4.64 -0.92 -3.56
H: 2.98 -1.20 -3.13
H: 5.37 -2.07 -1.43
H: 4.41 -3.12 -2.49
H: 3.68 -2.39 -1.05
H: 1.68 0.47 -3.55
H: -0.52 -0.93 -4.88
H: -2.46 -2.47 -3.86
H: -2.15 -2.38 -1.13
C: 4.09 1.50 4.49
C: 4.80 0.16 4.30
C: 5.81 0.23 3.15
C: 3.83 -1.00 4.13
N: 3.02 -0.88 2.90
C: 1.92 -0.18 2.67
N: 1.64 -0.27 1.39
N: 2.58 -1.09 0.85
N: 3.42 -1.45 1.75
H: 4.81 2.29 4.70
H: 3.38 1.47 5.32
H: 3.55 1.80 3.58
H: 5.34 -0.07 5.22
H: 5.31 0.45 2.20
H: 6.36 -0.71 3.04
H: 6.53 1.03 3.34
H: 3.13 -1.07 4.96
H: 4.36 -1.94 4.03
H: 1.39 0.40 3.41

charge	+1
spin multiplicity	5
LUMO level (spin up / spin down)	-3.158 / -5.301	eV
HOMO energy (spin up / spin down)	-0.410 / -0.418	hartree
orbital gap (spin up / spin down)	8.01 / 6.06	eV


The following is a quantum chemistry calculation of a structure of composition C27H31DyNOP2 at a distorted geometry, from the Open Molecules 2025 dataset.

Positions of all 63 atoms, in Å:
C: -1.43 3.26 -3.56
C: -1.30 1.94 -3.14
C: 0.01 1.40 -3.03
C: 1.13 2.20 -3.26
C: 0.97 3.53 -3.64
C: -0.31 4.06 -3.79
C: 2.48 1.61 -2.90
C: 2.52 0.13 -3.26
C: 1.35 -0.60 -3.05
C: 1.33 -2.01 -3.22
C: 2.53 -2.64 -3.56
C: 3.70 -1.91 -3.76
C: 3.69 -0.52 -3.62
H: -2.43 3.69 -3.67
H: 1.87 4.13 -3.79
H: -0.43 5.10 -4.09
H: 3.26 2.13 -3.46
H: 2.55 -3.73 -3.65
H: 4.62 -2.42 -4.02
H: 4.59 0.08 -3.78
N: 0.21 0.08 -2.54
Dy: -0.11 -0.18 -0.48
C: -2.51 1.14 -2.69
H: -2.50 0.12 -3.11
H: -3.44 1.64 -2.97
C: 0.09 -2.82 -2.91
H: -0.80 -2.39 -3.40
H: 0.20 -3.87 -3.21
P: -2.54 0.97 -0.83
P: -0.26 -2.83 -1.08
C: 1.15 -3.83 -0.49
H: 1.09 -3.92 0.60
H: 1.11 -4.83 -0.95
H: 2.11 -3.35 -0.75
C: -1.65 -3.98 -0.95
H: -1.35 -4.97 -1.31
H: -1.94 -4.05 0.11
H: -2.50 -3.60 -1.53
C: -2.81 2.70 -0.33
H: -3.79 3.05 -0.68
H: -2.76 2.75 0.77
H: -2.02 3.35 -0.74
C: -4.17 0.23 -0.54
H: -4.34 0.17 0.54
H: -4.95 0.85 -1.00
H: -4.20 -0.79 -0.96
C: 2.72 1.77 -1.46
O: 2.00 1.27 -0.58
H: 3.64 2.42 -1.51
C: -1.00 -1.02 1.71
C: -0.38 -0.47 2.92
C: 0.87 -0.96 3.38
C: 1.38 -0.54 4.60
C: 0.70 0.41 5.37
C: -0.50 0.96 4.89
C: -1.03 0.54 3.67
H: -2.06 -0.78 1.60
H: -0.79 -2.09 1.56
H: 1.40 -1.70 2.77
H: 2.33 -0.96 4.96
H: 1.10 0.73 6.34
H: -1.03 1.71 5.48
H: -1.96 0.97 3.29

ΔE to the lowest compared entry with this formula, charge and spin	0.0	kJ/mol
charge	+1
spin multiplicity	6
LUMO level (spin up / spin down)	-3.329 / -3.273	eV
HOMO energy (spin up / spin down)	-0.336 / -0.337	hartree
orbital gap (spin up / spin down)	5.82 / 5.91	eV


The following is a quantum chemistry calculation of the ion C27H31F2N2O3 with charge +1, from the Open Molecules 2025 dataset.

Positions of all 65 atoms, in Å:
C: 3.04 4.16 4.24
H: 3.16 3.98 5.30
O: 2.69 2.92 3.68
C: 2.52 2.82 2.33
C: 2.58 3.91 1.47
C: 2.31 3.77 0.12
C: 2.03 2.53 -0.42
C: 2.03 1.42 0.43
C: 2.23 1.55 1.80
O: 2.06 0.40 2.53
C: 2.74 0.22 3.76
H: 3.79 0.51 3.68
H: 2.27 0.78 4.56
H: 2.67 -0.85 3.97
O: 1.79 0.17 -0.14
C: 2.73 -0.85 0.19
H: 2.92 -1.42 -0.72
H: 2.33 -1.51 0.96
H: 3.67 -0.43 0.54
C: 1.64 2.35 -1.87
N: 0.37 1.67 -1.89
C: -0.03 0.82 -2.97
C: -1.09 -0.15 -2.39
N: -0.91 -0.17 -0.92
H: 0.12 -0.13 -0.73
C: -1.40 1.13 -0.37
C: -0.76 2.26 -1.22
H: -0.42 3.06 -0.57
H: -1.49 2.67 -1.93
H: -2.49 1.16 -0.43
H: -1.08 1.20 0.67
C: -1.50 -1.34 -0.20
C: -0.80 -2.65 -0.52
C: 0.36 -2.76 -1.27
C: 0.95 -3.99 -1.50
C: 0.36 -5.12 -0.97
C: -0.79 -5.05 -0.20
C: -1.36 -3.81 0.01
H: -2.26 -3.74 0.61
H: -1.22 -5.94 0.21
F: 0.93 -6.32 -1.19
H: 1.85 -4.08 -2.09
H: 0.85 -1.89 -1.69
C: -2.99 -1.43 -0.45
C: -3.49 -2.07 -1.58
C: -4.86 -2.13 -1.81
C: -5.72 -1.57 -0.88
C: -5.24 -0.95 0.26
C: -3.88 -0.88 0.47
H: -3.50 -0.42 1.37
H: -5.94 -0.53 0.97
F: -7.03 -1.63 -1.09
H: -5.26 -2.63 -2.68
H: -2.82 -2.53 -2.29
H: -1.34 -1.14 0.86
H: -2.10 0.19 -2.61
H: -0.96 -1.15 -2.79
H: 0.84 0.27 -3.33
H: -0.46 1.36 -3.83
H: 2.37 1.71 -2.38
H: 1.62 3.33 -2.37
H: 2.33 4.64 -0.52
H: 2.80 4.89 1.85
H: 2.25 4.91 4.09
H: 3.98 4.54 3.83

SMILES	COc1ccc(CN2CC[NH+](C(c3ccc(F)cc3)c3ccc(F)cc3)CC2)c(OC)c1OC
charge	+1
LUMO level	-1.929	eV
HOMO energy	-0.400	hartree
orbital gap	8.96	eV